A.
{
  "formula": "C2H2F2O",
  "method": "wB97M-V/def2-TZVPD",
  "symbols": ["C", "C", "O", "F", "F", "H", "H"],
  "xyz": [[-1.39101, 0.10226, 0.07102], [1.29549, -0.11921, -0.35566], [-0.04717, 0.08245, -0.03705], [1.98498, 0.90983, 0.11030], [1.77989, -1.22272, 0.13022], [-1.82376, 1.07047, 0.00967], [-1.79843, -0.82308, 0.07151]],
  "nbo_charge": [0.000, 0.842, -0.532, -0.325, -0.314, 0.171, 0.157],
  "lumo_ev": [0.21, -0.32],
  "homo_ev": [-9.23, -8.34],
  "total_charge": 0
}

B.
{
  "formula": "C2H2F2O",
  "method": "wB97M-V/def2-TZVPD",
  "symbols": ["C", "C", "O", "F", "F", "H", "H"],
  "xyz": [[2.34208, -0.15097, 0.05966], [0.33498, -1.28620, -0.38253], [2.47918, 1.00853, 0.17890], [3.24730, -1.13423, -0.16773], [-0.45959, -0.64852, 0.49910], [0.10265, -0.81301, -1.32294], [0.70138, -2.27530, -0.21612]],
  "nbo_charge": [0.782, 0.061, -0.530, -0.353, -0.330, 0.181, 0.189],
  "lumo_ev": [-0.21, -0.21],
  "homo_ev": [-9.39, -9.39],
  "total_charge": 0
}

Of them, B has the highest stability.

A.
{
  "formula": "C3H11NOS",
  "method": "wB97M-V/def2-TZVPD",
  "symbols": ["C", "S", "C", "H", "H", "H", "H", "H", "H", "N", "C", "O", "H", "H", "H", "H", "H"],
  "xyz": [[5.43934, -1.89687, 1.86526], [5.65187, -0.66833, 0.54781], [4.04338, -0.83710, -0.32970], [5.98252, -2.80315, 1.62157], [5.78027, -1.54742, 2.82670], [4.38243, -2.12561, 1.92525], [3.54654, -1.69324, 0.11080], [4.18619, -0.90376, -1.39670], [3.51318, 0.08901, -0.16152], [-5.33767, 1.64126, -1.95153], [-5.43729, 1.96540, -0.53603], [-4.40176, 1.35383, 0.20197], [-6.25605, 1.49935, -2.36958], [-4.83898, 0.76752, -2.06182], [-6.42969, 1.71997, -0.12990], [-5.28030, 3.03687, -0.38738], [-4.54400, 0.40228, 0.22481]],
  "nbo_charge": [-0.733, 0.148, -0.717, 0.213, 0.224, 0.212, 0.216, 0.221, 0.216, -0.856, 0.102, -0.709, 0.357, 0.357, 0.129, 0.160, 0.460],
  "lumo_ev": 0.88,
  "homo_ev": -8.40,
  "total_charge": 0
}

B.
{
  "formula": "C3H11NOS",
  "method": "wB97M-V/def2-TZVPD",
  "symbols": ["C", "C", "C", "S", "N", "H", "H", "H", "H", "H", "H", "H", "H", "H", "H", "H", "O"],
  "xyz": [[1.61056, -0.39203, -0.38950], [0.13822, -0.09711, -0.07340], [-0.75228, -1.30121, -0.30182], [-2.59445, -1.10724, -0.11039], [2.35843, 0.85928, -0.37555], [1.50150, -0.84419, -1.37776], [2.05219, -1.16903, 0.24237], [-0.05563, 0.42062, 0.87094], [-0.22905, 0.62240, -0.81062], [-0.45990, -2.21994, 0.23212], [-0.65633, -1.57651, -1.36883], [-2.01140, -0.38779, 1.50898], [3.19454, 0.74870, -0.93376], [2.62603, 1.09387, 0.57149], [-2.22779, 1.06845, 0.35707], [-2.52789, 2.31682, 1.32539], [-1.96673, 1.96491, 0.63327]],
  "nbo_charge": [-0.214, -0.437, -0.502, -0.050, -0.829, 0.186, 0.165, 0.220, 0.222, 0.207, 0.209, 0.129, 0.359, 0.357, 0.483, 0.473, -0.978],
  "lumo_ev": -0.54,
  "homo_ev": -9.32,
  "total_charge": 0
}

Of them, A has the highest stability.

A.
{
  "formula": "H11O6",
  "method": "wB97M-V/def2-TZVPD",
  "symbols": ["O", "H", "O", "H", "H", "O", "H", "H", "O", "H", "H", "O", "H", "H", "O", "H", "H"],
  "xyz": [[-0.75972, -0.77874, -0.17892], [-0.03548, -1.45176, 0.17799], [-2.31334, -2.27403, -1.51039], [-2.99003, -1.61435, -1.63926], [-1.77528, -1.72273, -0.96360], [-2.19485, 1.27836, -0.65300], [-1.65700, 1.72884, -1.37264], [-1.75053, 0.38537, -0.54946], [1.70890, -0.74123, 2.99009], [0.88708, -0.84980, 2.47273], [1.97916, 0.13253, 2.70812], [2.27808, 1.76429, 1.20230], [2.45758, 1.21090, 0.43451], [1.34826, 1.95416, 1.17260], [1.26032, 0.27255, -1.37896], [1.14711, 0.89221, -2.02321], [0.40972, -0.18658, -0.88890]],
  "nbo_charge": [-1.233, 0.452, -0.992, 0.442, 0.495, -1.000, 0.446, 0.516, -0.967, 0.475, 0.485, -0.983, 0.505, 0.479, -1.087, 0.448, 0.519],
  "lumo_ev": 3.75,
  "homo_ev": -5.63,
  "total_charge": -1
}

B.
{
  "formula": "H11O6",
  "method": "wB97M-V/def2-TZVPD",
  "symbols": ["O", "H", "O", "H", "H", "O", "H", "H", "O", "H", "H", "O", "H", "H", "O", "H", "H"],
  "xyz": [[-0.84751, 0.93440, -0.60472], [-1.29578, 1.61123, -1.19335], [-2.25426, -0.69784, 0.85743], [-3.16078, -0.75832, 0.51372], [-1.44531, 0.34086, 0.04111], [0.43569, 0.48088, -3.36531], [-0.43738, 0.11364, -3.66580], [0.29525, 0.90244, -2.53288], [2.22205, 2.37322, 1.72121], [2.54618, 1.56286, 1.32910], [1.31170, 2.32091, 1.39166], [3.03162, -2.91193, -2.15992], [2.53101, -2.57974, -1.35720], [3.70834, -3.42884, -1.78022], [-1.91207, -0.21677, 3.85878], [-2.25703, -0.62335, 2.93066], [-2.47174, 0.57635, 4.01574]],
  "nbo_charge": [-1.090, 0.443, -1.271, 0.413, 0.539, -0.967, 0.467, 0.495, -0.948, 0.463, 0.485, -0.934, 0.480, 0.454, -1.014, 0.536, 0.450],
  "lumo_ev": 3.15,
  "homo_ev": -4.32,
  "total_charge": -1
}

Of them, A has the highest stability.

A.
{
  "formula": "C2H9NS",
  "method": "wB97M-V/def2-TZVPD",
  "symbols": ["S", "H", "C", "C", "N", "H", "H", "H", "H", "H", "H", "H", "H"],
  "xyz": [[1.95929, 2.24648, 2.21898], [3.02143, 2.60162, 1.51320], [-0.21457, -0.64276, -1.60775], [-1.14641, -0.55392, -0.39979], [-0.37765, -0.44984, 0.88226], [-0.76612, -1.06506, -2.45033], [0.58493, -1.35114, -1.39996], [0.21806, 0.32960, -1.82961], [-1.78232, -1.45107, -0.38294], [-1.98010, 0.14296, -0.55924], [-0.77595, 0.31342, 1.40943], [-0.54520, -1.34455, 1.28151], [1.80462, 1.22429, 1.32424]],
  "nbo_charge": [-0.311, 0.137, -0.613, -0.230, -0.851, 0.203, 0.208, 0.206, 0.168, 0.187, 0.364, 0.363, 0.170],
  "lumo_ev": 1.01,
  "homo_ev": -9.54,
  "total_charge": 0
}

B.
{
  "formula": "C2H9NS",
  "method": "wB97M-V/def2-TZVPD",
  "symbols": ["N", "H", "H", "H", "C", "S", "C", "H", "H", "H", "H", "H", "H"],
  "xyz": [[-1.46574, 1.99396, 1.61265], [-1.89680, 1.37071, 0.94535], [-0.47484, 2.02448, 1.41002], [-1.87849, 2.86671, 1.26573], [1.33399, -1.10145, 0.67828], [-0.35627, -0.92168, -0.00635], [-0.03638, -0.75762, -1.78919], [1.84382, -0.15524, 0.52063], [1.79375, -1.88019, 0.07626], [1.21008, -1.36644, 1.71783], [-0.88063, -1.22486, -2.29208], [-0.12047, 0.30069, -2.04386], [0.92800, -1.14908, -2.09527]],
  "nbo_charge": [-1.061, 0.359, 0.354, 0.345, -0.717, 0.145, -0.743, 0.210, 0.214, 0.234, 0.228, 0.212, 0.220],
  "lumo_ev": 0.94,
  "homo_ev": -8.51,
  "total_charge": 0
}

Of them, B has the highest stability.

A.
{
  "formula": "C2H9NS",
  "method": "wB97M-V/def2-TZVPD",
  "symbols": ["S", "H", "C", "C", "N", "H", "H", "H", "H", "H", "H", "H", "H"],
  "xyz": [[-0.38633, -0.39041, -2.74345], [-0.77995, -1.52171, -2.19779], [-0.67373, -0.51566, 2.40219], [0.31705, 0.64669, 2.26395], [1.00588, 0.60743, 0.95391], [-1.51214, -0.17536, 2.98869], [-0.25480, -1.34834, 2.97686], [-0.97179, -0.95311, 1.45337], [1.01863, 0.54837, 3.09406], [-0.21183, 1.59324, 2.39551], [1.46151, 1.49922, 0.84546], [1.68200, -0.13912, 1.02291], [0.20392, -0.08371, -1.57208]],
  "nbo_charge": [-0.305, 0.132, -0.624, -0.219, -0.841, 0.212, 0.199, 0.216, 0.164, 0.186, 0.359, 0.353, 0.167],
  "lumo_ev": 0.99,
  "homo_ev": -9.42,
  "total_charge": 0
}

B.
{
  "formula": "C2H9NS",
  "method": "wB97M-V/def2-TZVPD",
  "symbols": ["N", "H", "H", "H", "C", "S", "C", "H", "H", "H", "H", "H", "H"],
  "xyz": [[-1.60119, -1.74925, -1.23749], [-1.87726, -0.79201, -1.38544], [-0.73016, -1.78249, -0.73095], [-2.29974, -2.16513, -0.64074], [-0.06834, 1.45164, 1.32079], [0.58207, -0.27238, 1.14251], [1.48424, -0.00345, -0.41291], [-0.42466, 1.52946, 2.33962], [-0.85906, 1.57434, 0.59322], [0.75258, 2.13218, 1.16369], [2.11041, -0.88557, -0.54095], [0.78676, 0.10169, -1.23970], [2.14435, 0.86098, -0.37165]],
  "nbo_charge": [-1.073, 0.352, 0.362, 0.356, -0.713, 0.153, -0.743, 0.227, 0.210, 0.213, 0.231, 0.211, 0.215],
  "lumo_ev": 0.92,
  "homo_ev": -8.65,
  "total_charge": 0
}

Of them, B has the highest stability.

A.
{
  "formula": "CH5N3O2",
  "method": "wB97M-V/def2-TZVPD",
  "symbols": ["C", "H", "H", "H", "H", "H", "N", "N", "N", "O", "O"],
  "xyz": [[-0.33197, -0.46880, 0.01160], [-1.73537, 0.85141, 0.08532], [0.82637, 0.99483, -0.40614], [-1.47304, -1.30632, 1.55126], [0.80136, -1.49175, 1.12316], [2.90005, -0.81565, -0.13547], [-0.17032, 0.67342, -0.79077], [-1.37956, -0.61004, 0.63588], [0.86783, -1.18590, 0.15193], [-1.18281, 1.57770, -0.51080], [1.86367, -0.02295, 0.22743]],
  "nbo_charge": [0.504, 0.472, 0.402, 0.390, 0.352, 0.496, -0.325, -0.781, -0.327, -0.577, -0.606],
  "lumo_ev": -0.53,
  "homo_ev": -8.74,
  "total_charge": 0
}

B.
{
  "formula": "CH5N3O2",
  "method": "wB97M-V/def2-TZVPD",
  "symbols": ["C", "N", "N", "N", "O", "O", "H", "H", "H", "H", "H"],
  "xyz": [[-0.83972, 1.36790, -0.12840], [0.97037, -1.65923, -0.19936], [1.21784, -0.53498, -0.80781], [2.11434, 0.22158, -0.05127], [2.41420, 1.33126, -0.43370], [2.47881, -0.24828, 1.03546], [-0.65287, 1.25785, 0.97318], [-0.62065, 2.12329, -0.93570], [-1.42619, 0.59516, -0.50947], [1.46837, -2.09404, 0.62692], [0.08880, -2.01493, -0.36762]],
  "nbo_charge": [-0.524, -0.506, -0.069, 0.561, -0.337, -0.453, 0.188, 0.201, 0.140, 0.417, 0.385],
  "lumo_ev": [-1.54, 0.23],
  "homo_ev": [-8.72, -9.42],
  "total_charge": 0
}

C.
{
  "formula": "CH5N3O2",
  "method": "wB97M-V/def2-TZVPD",
  "symbols": ["C", "N", "N", "N", "O", "O", "H", "H", "H", "H", "H"],
  "xyz": [[1.00388, -0.03129, 0.77326], [-0.69969, -0.12430, -1.51499], [0.01626, -1.00949, -0.90572], [-0.10928, 0.66755, 1.15973], [-0.38411, 1.60425, 0.42497], [-0.79416, 0.16087, 2.04990], [1.26650, -0.89269, 1.34144], [1.87066, 0.31212, 0.30648], [-1.50228, 0.44508, -1.17122], [-0.24953, 0.54845, -2.19853], [-0.41824, -1.68055, -0.26532]],
  "nbo_charge": [-0.253, -0.508, -0.326, 0.451, -0.448, -0.456, 0.194, 0.209, 0.382, 0.380, 0.374],
  "lumo_ev": [-0.36, -0.36],
  "homo_ev": [-8.80, -8.80],
  "total_charge": 0
}

Of them, C has the highest stability.

A.
{
  "formula": "C5H10NO2",
  "method": "wB97M-V/def2-TZVPD",
  "symbols": ["C", "C", "C", "O", "C", "N", "C", "O", "H", "H", "H", "H", "H", "H", "H", "H", "H", "H"],
  "xyz": [[-0.22122, 0.28457, 0.39324], [-0.34388, 1.77511, 0.48200], [-0.51205, 2.30192, -0.99249], [0.20715, 1.78816, -2.25410], [0.91837, -0.55037, 0.37963], [0.91505, -1.97113, 0.38480], [-0.38430, -2.72383, 0.62710], [2.12824, -0.19002, 0.35938], [-1.06102, -0.20124, 0.75522], [0.81926, 1.00269, -1.89994], [-1.19996, 1.97923, 1.02422], [0.62321, 2.14648, 0.90047], [-1.42979, 2.27538, -1.29846], [-0.11586, 3.31077, -1.04709], [1.75448, -2.41007, 0.21224], [-0.39302, -3.77185, 0.12122], [-1.20014, -2.22380, 0.13805], [-0.50453, -2.82199, 1.71451]],
  "nbo_charge": [-0.619, -0.444, -0.040, -0.786, 0.563, -0.674, -0.422, -0.824, 0.162, 0.489, 0.195, 0.199, 0.141, 0.138, 0.382, 0.166, 0.201, 0.172],
  "lumo_ev": 4.02,
  "homo_ev": -2.17,
  "total_charge": -1
}

B.
{
  "formula": "C5H10NO2",
  "method": "wB97M-V/def2-TZVPD",
  "symbols": ["C", "N", "C", "C", "C", "C", "O", "O", "H", "H", "H", "H", "H", "H", "H", "H", "H", "H"],
  "xyz": [[2.79029, 0.10079, -0.10771], [1.79413, 0.87223, 0.22895], [-1.35305, -1.19186, -0.81645], [-0.08382, -0.36181, -0.91817], [0.43679, 0.29007, 0.41015], [-0.54224, 1.32476, 0.91627], [-2.55031, -0.05972, 1.28589], [3.97909, 0.42924, -0.33276], [2.58219, -0.95502, -0.10885], [-1.63474, 0.62443, 1.34970], [-2.21169, -0.56750, 0.36159], [-2.01197, -1.16104, -1.67960], [-1.19436, -2.25058, -0.54363], [-0.14483, 0.49178, -1.57911], [0.76062, -0.91340, -1.36160], [0.55287, -0.59841, 1.22001], [-0.12312, 2.03658, 1.59683], [-1.04584, 1.88947, 0.07849]],
  "nbo_charge": [0.451, -0.653, -0.466, -0.478, -0.076, -0.401, -0.829, -0.727, 0.039, 0.350, 0.392, 0.188, 0.189, 0.203, 0.235, 0.172, 0.212, 0.199],
  "lumo_ev": 1.05,
  "homo_ev": -3.96,
  "total_charge": -1
}

C.
{
  "formula": "C5H10NO2",
  "method": "wB97M-V/def2-TZVPD",
  "symbols": ["C", "N", "C", "C", "C", "O", "C", "O", "H", "H", "H", "H", "H", "H", "H", "H", "H", "H"],
  "xyz": [[-0.18620, -0.56909, -2.82250], [-1.00232, -0.17116, -1.65581], [-0.29344, -0.27690, -0.36545], [0.88745, 0.70850, -0.16724], [1.26641, 0.53354, 1.30016], [2.39842, 0.56187, 1.73878], [-1.60495, -0.29978, 0.70198], [-1.24169, -0.45029, 1.96697], [-0.48965, -1.58533, -3.10334], [0.88441, -0.45890, -2.64760], [-0.42629, 0.01885, -3.69041], [-1.36195, 0.76292, -1.80803], [0.19012, -1.26223, -0.39943], [1.68863, 0.58592, -0.92160], [0.47095, 1.75170, -0.12804], [0.28605, 0.48648, 2.02549], [-2.18548, -1.16916, 0.21482], [-2.14781, 0.66270, 0.51181]],
  "nbo_charge": [-0.414, -0.642, -0.087, -0.547, 0.405, -0.616, 0.026, -0.929, 0.177, 0.168, 0.174, 0.339, 0.159, 0.190, 0.206, 0.221, 0.098, 0.071],
  "lumo_ev": 3.75,
  "homo_ev": -2.68,
  "total_charge": -1
}

D.
{
  "formula": "C5H10NO2",
  "method": "wB97M-V/def2-TZVPD",
  "symbols": ["O", "C", "O", "C", "C", "C", "C", "N", "H", "H", "H", "H", "H", "H", "H", "H", "H", "H"],
  "xyz": [[3.48600, -0.74173, -0.96470], [3.72667, -0.41529, 0.21507], [2.91498, -0.17469, 1.14133], [-2.43532, 0.39459, -0.50337], [-0.97166, 0.62768, -0.08445], [-0.69103, -0.15258, 1.25534], [-0.02632, 0.06604, -1.16312], [-3.41076, 0.56551, 0.35639], [4.78536, -0.43253, 0.56581], [-0.81068, 1.69497, 0.09347], [-1.62202, -0.16785, 1.81637], [-0.21785, -1.09467, 0.97131], [0.02589, 0.37243, 1.89120], [-0.39777, -0.94346, -1.40268], [1.00006, -0.07458, -0.81684], [-0.00138, 0.68732, -2.06278], [-2.45996, 0.39039, -1.61660], [-2.89424, -0.60156, 0.30824]],
  "nbo_charge": [-0.791, 0.622, -0.806, 0.094, -0.304, -0.630, -0.634, -0.623, -0.010, 0.223, 0.203, 0.224, 0.241, 0.182, 0.291, 0.193, 0.139, 0.387],
  "lumo_ev": 3.40,
  "homo_ev": -4.18,
  "total_charge": -1
}

Of them, C has the highest stability.